1.
ORCA calculation (wB97M-V/def2-TZVPD) on one molecule with the formula C16H17N3O3 at a distorted geometry.

Output
**Charge**: 0
**E_HOMO**: -9.01 eV
**Spin multiplicity**: 1
**Relative energy (zero: lowest compared OMol25 entry of this formula, charge and spin)**: 3.455 eV

Element x y z (Å)
O -1.42 -5.50 -0.40
O -0.17 2.35 3.74
N -2.06 -4.37 1.45
N -2.10 -3.27 2.12
N -1.73 0.93 1.94
O 0.25 3.97 2.15
C -1.34 -4.49 0.30
C -0.38 2.86 2.65
C -0.45 -3.39 -0.11
C -0.53 -2.15 0.54
C -1.37 2.21 1.75
C -2.55 0.31 1.04
C -1.90 2.96 0.69
C -3.09 1.04 -0.03
C -2.77 2.37 -0.19
C 1.34 4.41 2.91
C 0.50 -3.63 -1.28
C 0.43 -1.03 0.19
C -1.58 -1.97 1.60
C -2.83 -1.17 1.13
C 1.15 -2.34 -1.80
C 1.62 -1.49 -0.64
H -1.66 4.00 0.55
H -3.83 0.61 -0.72
H -3.31 2.92 -0.95
H 2.05 3.62 3.08
H 1.84 5.20 2.36
H 1.01 4.81 3.88
H 1.28 -4.32 -0.94
H -0.03 -4.08 -2.11
H -0.07 -0.25 -0.39
H 0.82 -0.53 1.09
H -1.11 -1.48 2.45
H -3.14 -1.57 0.19
H -3.69 -1.26 1.79
H 2.03 -2.53 -2.44
H 0.42 -1.74 -2.36
H 2.22 -0.62 -0.95
H 2.26 -2.07 0.04


2.
ORCA calculation (wB97M-V/def2-TZVPD) on a 2-piece molecular cluster, C16H17N5 overall at a distorted geometry.

Output
**Charge**: 0
**E_HOMO**: -8.35 eV
**Spin multiplicity**: 1
**Relative energy (zero: lowest compared OMol25 entry of this formula, charge and spin)**: 2.273 eV

Element x y z (Å)
C 0.54 -0.57 1.77
C 1.59 0.27 2.00
C 2.93 -0.17 2.05
N 4.06 -0.47 2.18
C 1.43 1.61 2.50
N 1.32 2.68 2.97
C -0.82 -0.07 1.87
C -1.20 1.23 1.43
C -2.48 1.73 1.69
C -3.41 0.93 2.38
C -3.07 -0.36 2.79
C -1.80 -0.87 2.51
H 0.71 -1.64 1.65
H -0.47 1.85 0.90
H -2.74 2.74 1.38
H -4.41 1.33 2.59
H -3.78 -0.98 3.36
H -1.48 -1.86 2.86
C 0.70 -4.25 -1.49
C 0.50 -2.94 -0.75
N 1.44 -2.66 0.33
C 2.62 -3.24 0.21
N 2.97 -4.08 -0.80
C 2.14 -4.45 -1.91
C 4.36 -4.46 -0.75
C 4.84 -3.86 0.56
N 3.70 -3.13 1.03
H 0.40 -5.08 -0.85
H 0.07 -4.27 -2.38
H 0.54 -2.13 -1.51
H -0.49 -2.90 -0.30
H 2.36 -5.49 -2.15
H 2.37 -3.81 -2.77
H 4.45 -5.55 -0.75
H 4.90 -4.04 -1.61
H 5.09 -4.65 1.28
H 5.71 -3.20 0.43
H 3.73 -2.53 1.85


3.
ORCA calculation (wB97M-V/def2-TZVPD) on a 2-piece molecular cluster, C16H17NO overall at a distorted geometry.

Output
**Charge**: 0
**E_HOMO**: -7.56 eV
**Spin multiplicity**: 1
**Relative energy (zero: lowest compared OMol25 entry of this formula, charge and spin)**: 2.112 eV

Element x y z (Å)
C -1.93 -0.16 3.23
C 0.12 1.23 2.47
C -0.97 0.28 2.13
C 0.59 1.77 1.27
C -0.88 0.14 0.77
C 1.82 2.64 3.45
C 1.93 3.39 2.26
C 0.89 1.59 3.58
C 1.52 2.76 1.08
N -0.04 1.05 0.23
H 2.38 2.81 4.33
H 2.47 4.31 2.27
H 0.55 1.33 4.58
H 1.78 3.15 0.11
H -2.71 0.55 3.45
H -1.33 -0.27 4.12
H -1.24 -0.73 0.22
H 0.13 1.46 -0.67
H -2.46 -1.15 3.11
C -0.94 -3.54 -0.33
C -1.29 -2.69 -2.75
C -0.65 -2.68 -1.50
C -0.88 -1.87 -3.79
C 0.34 -1.66 -1.39
C -0.05 -0.80 -3.55
C 0.61 -0.70 -2.34
O 0.30 0.13 -4.49
H -2.17 -3.30 -2.92
H -1.28 -2.05 -4.80
H -0.06 -3.50 0.32
H -1.17 -4.58 -0.48
H 0.93 -1.79 -0.48
H 1.27 0.10 -2.09
H 0.52 -0.16 -5.37
H -1.66 -3.07 0.35